# 1
This record from the Open Molecules 2025 dataset describes a cluster of 9 separate species, C44H81N2O11 in total at a distorted geometry. The level of theory is the ωB97M-V functional and the def2-TZVPD basis.

Values from the calculation:
E, eV: -72429.3545
Charge: +1
Strongest force on any atom, eV/Å: 2.753
LUMO level, eV: -3.78

Positions of all 138 atoms, in Å:
C  3.709  0.991  2.759
C  3.609  2.386  2.665
C  4.225  3.102  1.451
C  3.161  3.659  0.486
N  2.009  4.406  1.005
C  1.179  4.584  0.036
C  -0.086  5.385  0.294
C  -1.387  4.534  0.537
O  -1.372  3.237  -0.072
C  -1.752  2.251  0.823
C  -0.821  0.983  0.843
O  -2.688  2.309  1.550
C  1.684  3.949  -1.279
C  2.667  2.841  -0.723
O  1.772  1.730  -0.479
C  2.456  0.624  -0.289
N  2.899  -0.387  -0.023
H  4.654  0.536  3.097
H  2.807  0.396  2.535
H  3.146  3.025  3.442
H  4.865  2.398  0.887
H  4.882  3.924  1.818
H  3.735  4.467  -0.028
H  1.884  4.772  1.951
H  -0.288  6.116  -0.508
H  0.084  5.966  1.221
H  -2.215  5.097  0.065
H  -1.577  4.477  1.620
H  -0.605  0.765  -0.221
H  0.116  1.318  1.319
H  -1.304  0.136  1.342
H  0.940  3.472  -1.931
H  2.359  4.681  -1.774
H  3.489  2.502  -1.367
C  -4.350  -1.331  -1.707
C  -4.525  -0.601  -0.385
C  -4.657  -1.754  0.596
O  -3.885  -2.836  0.065
C  -3.520  -2.534  -1.289
H  -3.870  -0.732  -2.481
H  -5.322  -1.659  -2.083
H  -3.625  -0.020  -0.162
H  -5.381  0.074  -0.369
H  -5.697  -2.090  0.677
H  -4.295  -1.501  1.595
H  -2.448  -2.302  -1.304
H  -3.697  -3.404  -1.920
C  -6.285  -7.144  -2.599
C  -6.744  -6.184  -1.516
C  -5.544  -5.264  -1.380
O  -4.919  -5.207  -2.671
C  -5.480  -6.231  -3.508
H  -7.101  -7.647  -3.115
H  -5.634  -7.907  -2.164
H  -7.612  -5.617  -1.866
H  -7.011  -6.673  -0.580
H  -4.813  -5.666  -0.671
H  -5.821  -4.259  -1.060
H  -6.122  -5.744  -4.251
H  -4.680  -6.756  -4.032
C  7.257  5.069  -1.958
C  7.030  4.183  -3.173
C  5.612  3.690  -2.944
O  4.923  4.730  -2.226
C  5.889  5.693  -1.764
H  8.043  5.810  -2.095
H  7.513  4.452  -1.092
H  7.074  4.785  -4.083
H  7.751  3.372  -3.266
H  5.601  2.785  -2.322
H  5.085  3.478  -3.875
H  5.778  6.598  -2.368
H  5.687  5.944  -0.720
C  9.808  10.412  -2.635
C  9.578  10.061  -1.175
C  8.231  9.360  -1.230
O  8.147  8.723  -2.512
C  9.212  9.208  -3.344
H  10.854  10.579  -2.888
H  9.246  11.314  -2.893
H  10.349  9.364  -0.836
H  9.582  10.923  -0.509
H  7.407  10.076  -1.154
H  8.116  8.611  -0.443
H  9.950  8.405  -3.450
H  8.821  9.453  -4.332
C  2.567  5.964  7.062
C  3.990  6.223  6.590
C  4.041  5.427  5.298
O  2.709  5.432  4.754
C  1.801  5.932  5.750
H  2.191  6.716  7.753
H  2.510  4.989  7.552
H  4.124  7.287  6.379
H  4.753  5.919  7.305
H  4.325  4.386  5.485
H  4.734  5.851  4.570
H  1.489  6.937  5.448
H  0.918  5.292  5.794
C  -1.021  -8.222  -0.524
C  -1.224  -9.139  -1.718
C  -2.650  -9.614  -1.508
O  -3.347  -8.555  -0.840
C  -2.393  -7.585  -0.381
H  -0.225  -7.491  -0.662
H  -0.789  -8.815  0.365
H  -1.154  -8.562  -2.644
H  -0.507  -9.957  -1.772
H  -2.684  -10.499  -0.863
H  -3.158  -9.848  -2.445
H  -2.486  -6.696  -1.015
H  -2.621  -7.303  0.648
C  -1.233  -0.674  4.376
C  -2.499  0.089  4.729
C  -2.844  -0.496  6.089
O  -1.604  -0.864  6.705
C  -0.558  -0.808  5.731
H  -0.607  -0.171  3.638
H  -1.492  -1.663  3.988
H  -2.276  1.155  4.825
H  -3.301  -0.026  4.000
H  -3.453  -1.401  5.990
H  -3.374  0.210  6.728
H  0.064  0.067  5.953
H  0.062  -1.703  5.808
C  -9.548  -11.227  -4.838
C  -8.312  -12.073  -5.089
C  -7.200  -11.044  -4.976
O  -7.649  -10.052  -4.044
C  -9.047  -10.245  -3.792
H  -10.413  -11.799  -4.503
H  -9.825  -10.692  -5.751
H  -8.209  -12.824  -4.301
H  -8.318  -12.588  -6.050
H  -7.017  -10.548  -5.935
H  -6.261  -11.475  -4.624
H  -9.154  -10.653  -2.781
H  -9.562  -9.284  -3.835

# 2
This record from the Open Molecules 2025 dataset describes a cluster of 2 separate species, C26H50Br2FN3O4S2 in total at a distorted geometry. The level of theory is the ωB97M-V functional and the def2-TZVPD basis.

Values from the calculation:
E, eV: -204897.8019
Strongest force on any atom, eV/Å: 2.492
LUMO level, eV: -0.28

Positions of all 88 atoms, in Å:
C  -3.235  0.257  3.066
C  -3.839  -0.231  1.973
C  -3.221  -0.197  0.591
C  -2.420  -1.504  0.221
S  -3.466  -2.864  0.859
N  -1.273  -1.436  1.125
C  -0.654  -2.747  1.529
C  -0.902  -3.106  2.985
C  0.133  -4.179  3.386
S  -0.622  -5.805  3.687
C  -0.255  -0.917  0.266
N  0.659  -0.111  0.678
C  0.779  0.342  2.058
C  0.084  1.659  2.363
C  0.896  2.873  1.903
C  0.072  4.164  1.771
C  -0.069  4.739  0.379
O  -0.982  4.096  -0.476
C  -2.285  4.646  -0.387
C  -3.012  4.576  -1.723
N  -0.416  -1.391  -0.954
C  0.610  -2.300  -1.504
O  1.765  -2.111  -0.710
C  2.837  -1.559  -1.453
C  4.031  -1.491  -0.527
O  4.269  -0.148  -0.127
C  5.624  0.196  0.014
C  5.746  1.677  -0.251
O  5.569  1.936  -1.625
C  4.289  2.415  -1.976
C  3.944  2.010  -3.407
C  -1.824  -1.545  -1.267
Br  -2.145  0.270  -2.086
C  -2.223  -2.695  -2.268
Br  -1.675  -2.255  -4.115
C  -3.711  -3.000  -2.354
C  -4.683  -1.843  -2.524
H  -2.283  -0.142  3.379
H  -3.627  1.077  3.648
H  -4.839  -0.622  2.107
H  -4.055  -0.044  -0.075
H  -2.559  0.641  0.630
H  -4.659  -2.552  0.342
H  -0.887  -3.567  0.857
H  0.419  -2.622  1.455
H  -1.891  -3.498  3.132
H  -0.701  -2.223  3.577
H  0.677  -3.879  4.266
H  0.844  -4.333  2.591
H  -0.901  -6.176  2.432
H  1.349  0.197  0.007
H  0.406  -0.455  2.677
H  1.834  0.454  2.277
H  -0.859  1.681  1.827
H  -0.165  1.726  3.411
H  1.323  2.655  0.933
H  1.651  3.022  2.664
H  0.615  4.919  2.327
H  -0.906  4.090  2.236
H  0.884  4.756  -0.136
H  -0.344  5.784  0.501
H  -2.289  5.684  -0.075
H  -2.850  4.035  0.312
H  -3.951  4.051  -1.648
H  -2.402  4.083  -2.465
H  -3.211  5.569  -2.101
H  0.336  -3.335  -1.420
H  0.830  -2.045  -2.518
H  3.078  -2.207  -2.285
H  2.641  -0.532  -1.760
H  3.776  -2.056  0.367
H  4.903  -1.979  -0.941
H  6.250  -0.306  -0.718
H  6.023  -0.031  1.006
H  4.965  2.160  0.330
H  6.699  2.054  0.097
H  3.509  2.024  -1.332
H  4.254  3.496  -1.864
H  2.978  1.531  -3.428
H  4.694  1.345  -3.799
H  3.854  2.909  -4.000
H  -1.697  -3.623  -2.107
H  -4.056  -3.603  -1.531
H  -3.829  -3.630  -3.221
H  -4.531  -1.021  -1.842
H  -4.652  -1.449  -3.530
H  -5.688  -2.205  -2.353
F  0.649  -4.229  -3.359

# 3
This record from the Open Molecules 2025 dataset describes a cluster of 7 separate species, C23H57IN2O22PS6 in total at a distorted geometry. The level of theory is the ωB97M-V functional and the def2-TZVPD basis.

Values from the calculation:
E, eV: -155204.0887
Charge: -1
Strongest force on any atom, eV/Å: 1.008
LUMO level, eV: 1.62

Positions of all 112 atoms, in Å:
N  -3.653  -3.596  -1.503
C  -3.189  -3.649  -2.795
O  -3.923  -3.539  -3.761
C  -1.695  -3.880  -2.925
C  -1.169  -5.089  -2.128
C  0.054  -4.773  -1.265
N  0.396  -5.876  -0.322
P  -0.486  -5.934  1.126
O  0.806  -6.277  2.072
I  -1.409  -8.285  0.867
C  -0.005  -3.441  -0.451
O  1.115  -3.022  -0.098
O  -1.136  -2.963  -0.209
H  -2.957  -3.272  -0.826
H  -4.530  -3.092  -1.456
H  -1.178  -2.971  -2.611
H  -1.510  -4.012  -3.991
H  -0.855  -5.846  -2.860
H  -1.964  -5.556  -1.539
H  0.926  -4.692  -1.926
H  0.285  -6.762  -0.807
H  0.510  -6.398  2.989
O  2.843  -5.040  5.788
S  1.919  -4.015  6.172
O  0.516  -4.259  6.041
O  2.319  -2.663  5.469
C  2.468  -2.661  4.013
C  1.155  -2.629  3.275
C  2.253  -3.508  7.825
H  3.076  -3.520  3.730
H  3.049  -1.762  3.822
H  0.593  -3.551  3.415
H  1.336  -2.518  2.203
H  0.535  -1.801  3.621
H  3.317  -3.313  7.924
H  1.951  -4.330  8.469
H  1.665  -2.620  8.041
O  -3.347  -0.670  0.338
S  -3.940  0.535  0.818
O  -5.360  0.716  0.743
O  -3.211  1.750  0.087
C  -3.140  1.706  -1.361
C  -4.452  2.077  -2.021
C  -3.399  0.890  2.449
H  -2.798  0.721  -1.679
H  -2.369  2.430  -1.621
H  -5.220  1.330  -1.830
H  -4.299  2.150  -3.098
H  -4.810  3.036  -1.647
H  -2.319  0.778  2.494
H  -3.878  0.171  3.110
H  -3.710  1.899  2.707
O  3.057  -3.948  -4.127
S  2.322  -2.733  -3.926
O  0.941  -2.697  -4.301
O  3.095  -1.564  -4.706
C  3.411  -1.810  -6.090
C  2.214  -1.667  -7.009
C  2.535  -2.126  -2.300
H  3.868  -2.798  -6.177
H  4.171  -1.067  -6.324
H  1.473  -2.441  -6.822
H  2.544  -1.743  -8.046
H  1.733  -0.700  -6.860
H  3.597  -2.135  -2.072
H  1.988  -2.774  -1.601
H  2.125  -1.121  -2.257
O  -4.055  -1.527  7.365
S  -4.772  -0.473  6.718
O  -4.264  0.075  5.497
O  -5.001  0.701  7.764
C  -3.835  1.188  8.471
C  -2.955  2.077  7.619
C  -6.454  -0.919  6.492
H  -3.285  0.333  8.867
H  -4.252  1.739  9.312
H  -2.488  1.520  6.810
H  -2.170  2.506  8.242
H  -3.539  2.886  7.180
H  -6.841  -1.312  7.427
H  -6.467  -1.683  5.717
H  -7.007  -0.042  6.168
O  -0.484  4.242  -2.108
S  -0.267  4.707  -0.770
O  -1.051  5.797  -0.273
O  1.275  5.040  -0.592
C  1.883  5.924  -1.568
C  1.540  7.381  -1.353
C  -0.333  3.366  0.359
H  1.610  5.589  -2.568
H  2.951  5.759  -1.446
H  0.484  7.573  -1.533
H  2.129  7.984  -2.042
H  1.766  7.681  -0.329
H  0.283  2.557  -0.025
H  -1.373  3.053  0.426
H  0.024  3.708  1.327
O  3.921  6.435  -3.980
S  5.045  5.627  -4.352
O  6.150  6.247  -5.016
O  4.523  4.395  -5.196
C  3.651  4.668  -6.323
C  4.394  5.204  -7.526
C  5.627  4.716  -2.967
H  2.861  5.344  -5.995
H  3.197  3.703  -6.537
H  4.803  6.195  -7.336
H  3.707  5.268  -8.370
H  5.219  4.543  -7.792
H  4.782  4.233  -2.483
H  6.098  5.433  -2.299
H  6.352  3.985  -3.313

# 4
This record from the Open Molecules 2025 dataset describes a cluster of 2 separate species, CH4OS in total at a distorted geometry. The level of theory is the ωB97M-V functional and the def2-TZVPD basis.

Values from the calculation:
E, eV: -13983.1031
Strongest force on any atom, eV/Å: 4.015
LUMO level, eV: 0.29
SMILES string: C=O.S
Energy relative to the best compared isomer or geometry (same formula, charge and spin), kJ/mol: 66.1

Positions of all 7 atoms, in Å:
C  -0.859  -0.180  -1.113
O  -1.655  0.730  -0.795
H  -0.448  -1.075  -0.482
H  -0.380  0.018  -2.090
S  1.408  0.242  2.025
H  1.351  0.993  0.925
H  0.583  -0.728  1.530

# 5
This record from the Open Molecules 2025 dataset describes the molecule C7H14O at a distorted geometry. The level of theory is the ωB97M-V functional and the def2-TZVPD basis.

Values from the calculation:
E, eV: -9531.8038
Strongest force on any atom, eV/Å: 5.551
LUMO level, eV: 0.82
SMILES string: C=C(O)C(C)(C)CC
Energy relative to the best compared isomer or geometry (same formula, charge and spin), kJ/mol: 189.4

Positions of all 22 atoms, in Å:
C  2.156  -0.674  -0.702
C  0.853  -0.663  -0.942
O  0.391  -1.832  -1.911
C  -0.375  -0.206  -0.273
C  -1.572  0.128  -1.171
C  -0.795  -1.143  0.860
C  0.217  1.306  0.328
C  0.423  1.418  1.828
H  2.803  -1.297  -1.310
H  2.632  -0.036  0.033
H  -0.329  -1.543  -2.487
H  -2.069  -0.785  -1.508
H  -1.262  0.698  -2.052
H  -2.316  0.711  -0.618
H  0.048  -1.441  1.488
H  -1.556  -0.673  1.491
H  -1.212  -2.064  0.439
H  -0.561  2.017  0.031
H  1.105  1.682  -0.185
H  0.689  2.447  2.097
H  -0.490  1.188  2.384
H  1.222  0.761  2.179

# 6
This record from the Open Molecules 2025 dataset describes a cluster of 3 separate species, C4H14N3O3 in total at a distorted geometry. The level of theory is the ωB97M-V functional and the def2-TZVPD basis.

Values from the calculation:
E, eV: -14977.3017
Charge: +1
Strongest force on any atom, eV/Å: 3.732
LUMO level (alpha / beta), eV: -3.20 / -3.08
Energy relative to the best compared isomer or geometry (same formula, charge and spin), kJ/mol: 342.5

Positions of all 24 atoms, in Å:
C  1.295  2.971  -2.409
C  -1.254  0.238  -0.333
C  -0.169  -1.128  1.597
C  -0.534  -3.514  1.541
N  -0.859  1.475  -0.207
N  -0.788  -2.258  1.869
N  1.371  1.772  -1.530
O  -2.461  -0.228  0.061
O  -0.435  0.029  2.283
O  -1.246  -4.631  1.875
H  0.659  2.451  -3.147
H  0.762  3.861  -1.982
H  2.201  3.417  -2.860
H  -0.879  -0.232  -1.228
H  0.778  -1.182  1.095
H  0.130  -3.666  0.667
H  -1.257  2.169  0.433
H  0.034  1.634  -0.791
H  -1.617  -2.036  2.470
H  1.802  1.126  -2.190
H  1.937  1.887  -0.751
H  -2.838  0.004  0.926
H  -0.256  0.058  3.225
H  -1.921  -4.602  2.540

# 7
This record from the Open Molecules 2025 dataset describes the molecule C19H20N2O4. The level of theory is the ωB97M-V functional and the def2-TZVPD basis.

Values from the calculation:
E, eV: -31198.6445
Strongest force on any atom, eV/Å: 0.694
LUMO level, eV: 0.63
SMILES string: COc1ccc(CNC(=O)CN2C(=O)[C@@H]3[C@H](C2=O)[C@H]2C=C[C@@H]3C2)cc1
Energy relative to the best compared isomer or geometry (same formula, charge and spin), kJ/mol: 147.9

Positions of all 45 atoms, in Å:
C  2.495  4.320  0.042
O  2.024  3.283  0.869
C  2.327  1.996  0.536
C  1.851  1.016  1.410
C  2.074  -0.318  1.150
C  2.779  -0.712  0.015
C  2.867  -2.177  -0.331
N  1.561  -2.587  -0.824
C  0.640  -3.112  0.010
O  0.894  -3.652  1.062
C  -0.802  -2.914  -0.493
N  -1.171  -1.533  -0.237
C  -0.741  -0.473  -0.998
O  -0.073  -0.580  -2.000
C  -1.261  0.799  -0.377
C  -2.059  0.343  0.847
C  -1.965  -1.166  0.843
O  -2.489  -1.942  1.591
C  -3.499  0.834  0.533
C  -3.413  2.340  0.575
C  -2.723  2.732  -0.488
C  -2.335  1.494  -1.259
C  -3.555  0.608  -0.983
C  3.256  0.264  -0.843
C  3.044  1.609  -0.590
H  3.588  4.330  -0.007
H  2.086  4.244  -0.971
H  2.148  5.243  0.502
H  1.307  1.331  2.287
H  1.694  -1.069  1.827
H  3.086  -2.784  0.550
H  3.616  -2.360  -1.104
H  1.226  -2.057  -1.621
H  -1.481  -3.547  0.083
H  -0.881  -3.121  -1.562
H  -0.424  1.466  -0.166
H  -1.705  0.732  1.803
H  -4.264  0.365  1.145
H  -3.805  2.941  1.375
H  -2.419  3.726  -0.756
H  -2.030  1.632  -2.293
H  -4.466  1.006  -1.428
H  -3.430  -0.431  -1.283
H  3.799  -0.023  -1.732
H  3.430  2.340  -1.282

# 8
This record from the Open Molecules 2025 dataset describes a structure of composition C10H9N2O5Zn at a distorted geometry. The level of theory is the ωB97M-V functional and the def2-TZVPD basis.

Values from the calculation:
E, eV: -72142.4581
Charge: +1
Strongest force on any atom, eV/Å: 5.616
LUMO level, eV: -3.94
Energy relative to the best compared isomer or geometry (same formula, charge and spin), kJ/mol: 0.0

Positions of all 27 atoms, in Å:
O  -0.172  0.354  -5.158
C  -0.286  0.907  -4.164
Zn  0.066  1.342  -0.895
O  2.646  -0.085  -2.922
C  1.827  0.333  -2.243
C  1.626  1.694  0.382
O  2.575  1.749  1.032
C  -1.452  2.746  0.365
O  -2.169  3.447  0.908
C  1.370  3.847  -1.648
O  1.773  4.875  -1.923
H  -0.541  2.324  -2.001
C  -0.731  -3.831  0.281
C  -0.490  -2.419  0.635
C  -0.603  -1.780  1.855
C  -0.327  -0.421  1.632
N  -0.086  -0.235  0.313
N  -0.163  -1.478  -0.254
C  -0.379  0.611  2.682
H  -0.095  -4.506  0.866
H  -1.774  -4.083  0.512
H  -0.562  -4.035  -0.780
H  -0.870  -2.262  2.783
H  0.074  -1.661  -1.233
H  -1.393  0.588  3.111
H  0.317  0.346  3.494
H  -0.181  1.638  2.369

- Among the records above, which one has the highest E?
  C7H14O

- E of number 5 (C7H14O)?
  -9531.8038 eV

- Which of these has the lowest strongest force on any atom?
  C19H20N2O4

- Among the records above, which one has the highest E?
  C7H14O